Entry 1:
Molecular formula: H2N3O2S
Method: DFT, ωB97M-V/def2-TZVPD

For the HOMO energy, the calculation gives -3.19 eV. Its total charge is -1. The value obtained for the LUMO energy is 4.138 eV. The calculation puts the energy at -714.04036 Eh. The energy relative to the best compared isomer or geometry (same formula, charge and spin) is 29.4 kcal/mol.

Element x y z (Å)
1 N -1.23839 0.10628 -0.17732
2 N -1.55333 -0.97767 0.55002
3 N 1.33535 0.52284 0.00628
4 O 1.61076 1.34896 0.86156
5 O -0.95186 -2.01742 0.21692
6 S 2.45781 -0.06001 -1.08761
7 H -0.39459 0.07002 -0.66844
8 H -1.26575 1.00699 0.29859


Entry 2:
Molecular formula: C26H23GeO6RuS
Method: DFT, ωB97M-V/def2-TZVPD

For the HOMO energy (alpha / beta), the calculation gives -13.85 / -14.31 eV. Its total charge is +2. The value obtained for the LUMO energy (alpha / beta) is -6.462 / -8.986 eV. The calculation puts the energy at -4025.28492 Eh. The expectation value of S² is 8.802. As for the spin multiplicity: 6. The energy relative to the best compared isomer or geometry (same formula, charge and spin) is 14.1 kcal/mol.

Element x y z (Å)
1 Ru 0.79916 0.80798 -1.04985
2 O 4.06536 -1.25679 -3.13075
3 C 3.26670 -0.46894 -2.46020
4 O 2.09198 -0.73505 -2.24286
5 C 3.96588 0.77395 -1.97500
6 O 3.06176 1.64003 -1.31174
7 C 2.93287 2.95013 -1.90665
8 C 1.73035 2.98124 -2.85032
9 O 1.70436 3.65405 -3.83768
10 O 0.72870 2.20610 -2.44242
11 H 3.59789 -2.05690 -3.42481
12 H 4.75751 0.46799 -1.28649
13 H 4.43985 1.25690 -2.83151
14 H 2.76986 3.65376 -1.09051
15 H 3.83876 3.22974 -2.43873
16 Ge -0.87295 -0.70869 -2.48281
17 C -0.48657 -0.72157 -4.34143
18 C -0.16444 0.43573 -5.06221
19 C 0.04324 0.35460 -6.42728
20 C -0.08089 -0.86911 -7.07906
21 C -0.39857 -2.01756 -6.37067
22 C -0.58919 -1.95141 -4.99845
23 C -1.95251 0.62395 -1.64115
24 C -2.51966 0.35584 -0.38272
25 C -3.40048 1.25751 0.18166
26 C -3.70959 2.43386 -0.49238
27 C -3.15097 2.71296 -1.73566
28 C -2.27343 1.81651 -2.31289
29 H -0.78915 -2.03428 -1.73494
30 H -0.06702 1.39103 -4.56261
31 H 0.29638 1.24473 -6.98681
32 H 0.07429 -0.92580 -8.14837
33 H -0.49468 -2.96391 -6.88523
34 H -0.82149 -2.85613 -4.44808
35 H -2.26977 -0.55933 0.14027
36 H -3.85390 1.04721 1.14082
37 H -4.39873 3.13877 -0.04642
38 H -3.40549 3.62773 -2.25269
39 H -1.84234 2.03724 -3.27905
40 C -1.12274 -1.86135 10.02310
41 C -1.20588 -1.34610 8.62541
42 O -1.76636 -0.38936 8.21963
43 S -0.24773 -2.50445 7.47646
44 C -0.16013 -1.79675 5.93551
45 C 0.45718 -2.63616 4.95507
46 C 0.61668 -2.19958 3.67652
47 C 0.17970 -0.90209 3.30956
48 C -0.42257 -0.06708 4.28511
49 C -0.59337 -0.49128 5.56941
50 C 0.34665 -0.43491 1.99241
51 C 0.51066 0.01026 0.86620
52 H -1.73467 -1.23432 10.66580
53 H -0.08383 -1.84594 10.35836
54 H -1.47060 -2.89525 10.06110
55 H 0.79110 -3.62479 5.24221
56 H 1.07732 -2.83221 2.93111
57 H -0.74139 0.92514 3.99525
58 H -1.05313 0.15215 6.29941


Entry 3:
Molecular formula: C20H31AuB2N7S
Method: DFT, ωB97M-V/def2-TZVPD

For the HOMO energy (alpha / beta), the calculation gives -6.73 / -8.15 eV. The value obtained for the LUMO energy (alpha / beta) is 0.295 / -0.137 eV. The calculation puts the energy at -1747.60437 Eh. The expectation value of S² is 0.755. As for the spin multiplicity: 2. The energy relative to the best compared isomer or geometry (same formula, charge and spin) is 0.0 kcal/mol.

Element x y z (Å)
1 Au 0.93470 0.45471 -0.93776
2 C -3.98812 -0.43664 -0.22266
3 C -3.26918 -1.37191 -1.18636
4 C -2.95975 -0.64083 -2.50451
5 C -1.99577 -2.03343 -0.72560
6 C -1.34434 -3.05478 -1.42377
7 C -0.14171 -3.25753 -0.78971
8 N -0.05319 -2.44007 0.26029
9 N -1.19552 -1.68783 0.29824
10 B 1.19837 -2.16597 1.13079
11 N 0.86454 -0.96255 2.02862
12 C 1.60821 -0.36928 2.95589
13 C 0.95429 0.75214 3.42373
14 C -0.25211 0.81199 2.73653
15 N -0.27747 -0.21821 1.86532
16 C -1.32490 1.84666 2.79400
17 C -0.73820 3.20657 2.39350
18 C -1.95138 1.90565 4.18621
19 N 2.40184 -1.85942 0.18523
20 C 3.52963 -2.58187 0.11689
21 C 4.32761 -2.07204 -0.88140
22 C 3.61191 -0.99112 -1.40668
23 N 2.45027 -0.88197 -0.75804
24 C 4.01991 -0.12733 -2.56671
25 C 3.82825 1.37242 -2.34264
26 C 3.31241 -0.59178 -3.84297
27 H -4.91991 -0.11954 -0.69277
28 H -3.40029 0.46052 -0.02418
29 H -4.21412 -0.91316 0.72718
30 H -3.93953 -2.20328 -1.42715
31 H -2.20351 0.12610 -2.34651
32 H -3.86286 -0.15039 -2.86850
33 H -2.60405 -1.32622 -3.27498
34 H -1.71054 -3.55206 -2.30449
35 H 0.68089 -3.91036 -1.03368
36 H 1.55567 -3.10346 1.78640
37 H 2.59198 -0.74468 3.18869
38 H 1.30747 1.44069 4.17085
39 H -2.09297 1.56387 2.06972
40 H -0.09832 3.59618 3.18927
41 H -1.54651 3.91421 2.21515
42 H -0.15203 3.13721 1.47858
43 H -1.19878 2.14677 4.94087
44 H -2.41664 0.95550 4.44599
45 H -2.70979 2.68886 4.20959
46 H 3.67472 -3.41197 0.78779
47 H 5.29859 -2.41569 -1.19282
48 H 5.09245 -0.30412 -2.68391
49 H 2.77650 1.65867 -2.39282
50 H 4.35073 1.92514 -3.12436
51 H 4.22344 1.69069 -1.37728
52 H 2.23272 -0.45607 -3.74661
53 H 3.50769 -1.64531 -4.04575
54 H 3.65093 -0.00657 -4.69878
55 B -2.65537 3.49792 -0.79141
56 C -1.46416 2.47948 -0.92705
57 N -0.60488 1.70952 -0.97591
58 H -2.16599 4.56943 -0.52040
59 H -3.25067 3.51220 -1.84151
60 H -3.33260 3.05805 0.11650
61 S -2.47896 -1.54079 2.68569
62 C -1.47160 -0.93293 1.49215


> energy relative to the best compared isomer or geometry (same formula, charge and spin) of number 2 (C26H23GeO6RuS)?

14.1 kcal/mol


> energy of number 1 (H2N3O2S)?

-714.04036 Eh


Copy entry 3 word for word.
Molecular formula: C20H31AuB2N7S
Method: DFT, ωB97M-V/def2-TZVPD

For the HOMO energy (alpha / beta), the calculation gives -6.73 / -8.15 eV. The value obtained for the LUMO energy (alpha / beta) is 0.295 / -0.137 eV. The calculation puts the energy at -1747.60437 Eh. The expectation value of S² is 0.755. As for the spin multiplicity: 2. The energy relative to the best compared isomer or geometry (same formula, charge and spin) is 0.0 kcal/mol.

Element x y z (Å)
1 Au 0.93470 0.45471 -0.93776
2 C -3.98812 -0.43664 -0.22266
3 C -3.26918 -1.37191 -1.18636
4 C -2.95975 -0.64083 -2.50451
5 C -1.99577 -2.03343 -0.72560
6 C -1.34434 -3.05478 -1.42377
7 C -0.14171 -3.25753 -0.78971
8 N -0.05319 -2.44007 0.26029
9 N -1.19552 -1.68783 0.29824
10 B 1.19837 -2.16597 1.13079
11 N 0.86454 -0.96255 2.02862
12 C 1.60821 -0.36928 2.95589
13 C 0.95429 0.75214 3.42373
14 C -0.25211 0.81199 2.73653
15 N -0.27747 -0.21821 1.86532
16 C -1.32490 1.84666 2.79400
17 C -0.73820 3.20657 2.39350
18 C -1.95138 1.90565 4.18621
19 N 2.40184 -1.85942 0.18523
20 C 3.52963 -2.58187 0.11689
21 C 4.32761 -2.07204 -0.88140
22 C 3.61191 -0.99112 -1.40668
23 N 2.45027 -0.88197 -0.75804
24 C 4.01991 -0.12733 -2.56671
25 C 3.82825 1.37242 -2.34264
26 C 3.31241 -0.59178 -3.84297
27 H -4.91991 -0.11954 -0.69277
28 H -3.40029 0.46052 -0.02418
29 H -4.21412 -0.91316 0.72718
30 H -3.93953 -2.20328 -1.42715
31 H -2.20351 0.12610 -2.34651
32 H -3.86286 -0.15039 -2.86850
33 H -2.60405 -1.32622 -3.27498
34 H -1.71054 -3.55206 -2.30449
35 H 0.68089 -3.91036 -1.03368
36 H 1.55567 -3.10346 1.78640
37 H 2.59198 -0.74468 3.18869
38 H 1.30747 1.44069 4.17085
39 H -2.09297 1.56387 2.06972
40 H -0.09832 3.59618 3.18927
41 H -1.54651 3.91421 2.21515
42 H -0.15203 3.13721 1.47858
43 H -1.19878 2.14677 4.94087
44 H -2.41664 0.95550 4.44599
45 H -2.70979 2.68886 4.20959
46 H 3.67472 -3.41197 0.78779
47 H 5.29859 -2.41569 -1.19282
48 H 5.09245 -0.30412 -2.68391
49 H 2.77650 1.65867 -2.39282
50 H 4.35073 1.92514 -3.12436
51 H 4.22344 1.69069 -1.37728
52 H 2.23272 -0.45607 -3.74661
53 H 3.50769 -1.64531 -4.04575
54 H 3.65093 -0.00657 -4.69878
55 B -2.65537 3.49792 -0.79141
56 C -1.46416 2.47948 -0.92705
57 N -0.60488 1.70952 -0.97591
58 H -2.16599 4.56943 -0.52040
59 H -3.25067 3.51220 -1.84151
60 H -3.33260 3.05805 0.11650
61 S -2.47896 -1.54079 2.68569
62 C -1.47160 -0.93293 1.49215